(1)
{"formula": "C22H19N4O4PS", "method": "ωB97M-V/def2-TZVPD", "orbital_gap_ev": 7.81, "total_energy_ev": -57398.625, "lumo_energy_ev": -1.16, "multiplicity": 1, "symbols": ["C", "C", "C", "C", "P", "N", "O", "O", "C", "C", "N", "C", "N", "S", "N", "C", "H", "H", "H", "H", "H", "H", "H", "H", "H", "H", "H", "C", "C", "C", "C", "C", "C", "C", "O", "C", "C", "C", "C", "C", "C", "C", "O", "H", "H", "H", "H", "H", "H", "H", "H"], "positions_angstrom": [[-3.875, 3.590, 1.637], [-3.755, 2.773, 0.385], [-3.458, 1.462, 0.377], [-3.375, 0.662, -0.825], [-2.922, -1.033, -0.365], [-3.895, -1.645, 0.651], [-1.381, -0.878, 0.109], [-2.774, -1.868, -1.726], [-3.615, 1.182, -2.075], [-3.569, 0.363, -3.362], [-4.209, 0.886, -4.561], [-3.903, 2.585, -2.096], [-4.120, 3.338, -3.188], [-4.363, 4.829, -2.687], [-4.246, 4.650, -1.103], [-3.974, 3.356, -0.889], [-4.907, 3.579, 1.995], [-3.245, 3.175, 2.421], [-3.600, 4.625, 1.446], [-3.282, 0.964, 1.323], [-3.477, -1.990, 1.504], [-0.944, -0.149, -0.350], [-1.858, -1.993, -1.992], [-2.515, 0.196, -3.603], [-4.013, -0.607, -3.165], [-5.137, 1.229, -4.344], [-3.703, 1.688, -4.910], [5.336, 1.872, 2.180], [6.158, 1.022, 2.912], [5.986, -0.349, 2.835], [4.987, -0.878, 2.027], [4.156, -0.024, 1.298], [4.337, 1.351, 1.375], [3.062, -0.562, 0.443], [2.336, 0.177, -0.192], [2.879, -2.040, 0.402], [1.846, -2.561, -0.362], [1.642, -3.929, -0.414], [2.484, -4.784, 0.289], [3.521, -4.270, 1.050], [3.720, -2.897, 1.114], [4.830, -2.361, 1.954], [5.576, -3.101, 2.556], [5.475, 2.943, 2.239], [6.934, 1.433, 3.544], [6.620, -1.022, 3.395], [3.689, 1.999, 0.802], [1.204, -1.880, -0.902], [0.828, -4.334, -1.001], [2.328, -5.853, 0.245], [4.182, -4.923, 1.603]], "lowdin_charge": [-0.03, -0.22, -0.04, -0.19, 0.49, -0.14, -0.15, -0.15, -0.12, -0.23, 0.00, -0.28, -0.25, 1.02, -0.22, -0.31, 0.09, 0.08, 0.07, 0.11, -0.01, 0.08, 0.08, 0.12, 0.10, 0.07, 0.05, -0.06, -0.05, 0.00, -0.08, -0.08, 0.00, -0.27, 0.10, -0.08, -0.01, -0.05, -0.05, 0.00, -0.08, -0.28, 0.11, 0.11, 0.11, 0.12, 0.12, 0.10, 0.11, 0.11, 0.12]}



(2)
{"formula": "C22H20AuF9N6O2", "method": "ωB97M-V/def2-TZVPD", "s2": 2.015, "orbital_gap_ev": [7.49, 5.36], "total_energy_ev": -64307.613, "lumo_energy_ev": [-7.21, -9.26], "multiplicity": 3, "de_lowest_kj_mol": 74.8, "total_charge": 2, "symbols": ["Au", "N", "C", "N", "C", "N", "N", "C", "C", "C", "C", "C", "C", "N", "C", "C", "C", "C", "C", "C", "H", "H", "H", "H", "H", "H", "H", "H", "H", "H", "H", "C", "N", "C", "C", "C", "O", "H", "H", "H", "H", "H", "H", "H", "H", "H", "F", "C", "F", "F", "C", "O", "C", "F", "F", "F", "C", "F", "F", "F"], "positions_angstrom": [[-0.071, -0.143, -0.471], [4.351, -0.679, -0.212], [3.058, -0.842, -0.382], [2.182, 0.145, -0.280], [2.647, 1.417, -0.006], [1.817, 2.421, 0.029], [0.575, 2.154, -0.297], [-0.343, 3.005, -0.533], [-1.568, 2.508, -1.151], [-2.627, 3.319, -1.488], [-3.687, 2.764, -2.199], [-3.642, 1.430, -2.552], [-2.554, 0.661, -2.155], [-1.547, 1.201, -1.472], [4.054, 1.644, 0.222], [4.581, 2.909, 0.522], [5.934, 3.056, 0.698], [6.784, 1.950, 0.572], [6.286, 0.702, 0.273], [4.916, 0.560, 0.100], [4.950, -1.488, -0.299], [2.680, -1.829, -0.605], [-0.159, 4.063, -0.375], [-2.615, 4.367, -1.221], [-4.532, 3.378, -2.481], [-4.437, 0.971, -3.123], [-2.488, -0.396, -2.379], [3.909, 3.752, 0.617], [6.348, 4.028, 0.931], [7.850, 2.076, 0.711], [6.944, -0.154, 0.180], [-3.306, -0.712, 3.610], [-2.374, -0.575, 2.479], [-1.065, -0.005, 2.791], [-2.731, -0.951, 1.258], [-4.094, -1.547, 1.064], [-2.004, -0.837, 0.229], [-2.890, -0.173, 4.456], [-3.433, -1.756, 3.893], [-4.275, -0.280, 3.376], [-1.132, 1.079, 2.906], [-0.347, -0.246, 2.018], [-0.707, -0.435, 3.724], [-4.861, -0.787, 1.226], [-4.274, -2.358, 1.768], [-4.169, -1.926, 0.051], [0.649, -4.357, -2.473], [1.228, -4.284, -1.280], [1.407, -5.501, -0.796], [2.444, -3.735, -1.464], [0.368, -3.386, -0.319], [0.627, -2.101, -0.740], [-1.121, -3.858, -0.443], [-1.201, -5.160, -0.674], [-1.804, -3.625, 0.686], [-1.727, -3.202, -1.434], [0.848, -3.558, 1.152], [2.184, -3.458, 1.211], [0.355, -2.557, 1.903], [0.483, -4.706, 1.691]], "lowdin_charge": [1.26, 0.18, -0.07, 0.06, -0.23, 0.12, -0.02, 0.01, -0.24, 0.03, 0.00, 0.00, -0.07, 0.01, -0.08, 0.01, -0.02, -0.01, 0.02, -0.15, 0.19, 0.11, 0.16, 0.14, 0.13, 0.13, 0.13, 0.12, 0.13, 0.13, 0.13, 0.00, -0.10, -0.02, -0.44, 0.03, -0.13, 0.10, 0.11, 0.10, 0.11, 0.03, 0.11, 0.11, 0.10, 0.10, 0.20, -0.56, 0.21, 0.15, -0.25, -0.22, -0.56, 0.21, 0.17, 0.17, -0.55, 0.17, 0.14, 0.22]}



(3)
{"formula": "C22H20BF16N2O8P2Sn", "method": "ωB97M-V/def2-TZVPD", "orbital_gap_ev": 8.29, "total_energy_ev": -111081.270, "lumo_energy_ev": 2.38, "multiplicity": 1, "total_charge": -1, "symbols": ["Sn", "C", "C", "C", "C", "C", "N", "C", "C", "C", "C", "C", "C", "C", "C", "O", "C", "F", "F", "F", "C", "F", "F", "F", "C", "C", "C", "O", "C", "F", "F", "F", "C", "F", "F", "F", "H", "H", "H", "H", "H", "H", "H", "H", "H", "H", "H", "H", "N", "C", "C", "P", "O", "O", "O", "P", "O", "O", "O", "H", "H", "H", "H", "H", "H", "H", "H", "F", "B", "F", "F", "F"], "positions_angstrom": [[1.228, 0.133, -1.932], [-3.505, 3.784, 4.692], [-2.424, 3.142, 3.860], [-1.560, 2.190, 4.402], [-0.588, 1.545, 3.652], [-0.487, 1.865, 2.304], [0.395, 1.373, 1.368], [0.874, 0.027, 1.380], [-0.034, -0.959, 1.752], [0.378, -2.244, 2.043], [1.723, -2.572, 1.975], [2.199, -3.962, 2.294], [2.624, -1.602, 1.545], [2.240, -0.311, 1.215], [3.231, 0.684, 0.569], [2.659, 1.264, -0.507], [4.525, -0.029, 0.045], [5.348, -0.497, 1.012], [5.258, 0.799, -0.704], [4.207, -1.068, -0.734], [3.740, 1.705, 1.650], [2.815, 2.582, 2.027], [4.141, 1.065, 2.774], [4.790, 2.422, 1.223], [-1.304, 2.849, 1.771], [-2.277, 3.479, 2.518], [-0.945, 2.961, 0.317], [-0.030, 1.914, 0.084], [-0.246, 4.318, -0.009], [-0.228, 4.568, -1.326], [1.003, 4.311, 0.422], [-0.882, 5.341, 0.588], [-2.176, 2.777, -0.600], [-3.032, 1.905, -0.085], [-2.832, 3.945, -0.747], [-1.827, 2.355, -1.820], [-3.449, 3.452, 5.728], [-4.495, 3.527, 4.310], [-3.418, 4.872, 4.678], [-1.665, 1.930, 5.449], [0.062, 0.802, 4.093], [-1.084, -0.699, 1.808], [-0.351, -3.001, 2.305], [1.553, -4.433, 3.034], [3.221, -3.948, 2.671], [2.180, -4.574, 1.389], [3.659, -1.897, 1.450], [-2.921, 4.222, 2.061], [-2.778, -0.584, -4.151], [-1.814, -1.734, -3.879], [-2.435, -3.009, -4.441], [-0.344, -1.238, -4.895], [0.556, -2.540, -5.009], [-0.929, -0.887, -6.210], [0.351, -0.146, -4.097], [-1.843, -1.771, -2.005], [-1.661, -3.288, -1.600], [-3.261, -1.347, -1.761], [-0.737, -0.925, -1.402], [-3.177, -0.672, -5.083], [-2.262, 0.297, -4.114], [-3.433, -0.639, -3.323], [-2.567, -2.909, -5.521], [-3.390, -3.230, -3.961], [-1.762, -3.843, -4.261], [0.977, -2.857, -4.187], [-0.754, -3.507, -1.301], [2.952, -4.188, -0.979], [1.810, -3.524, -1.355], [2.038, -2.107, -1.310], [0.750, -3.823, -0.477], [1.419, -3.842, -2.672]], "lowdin_charge": [1.67, -0.06, -0.27, -0.03, 0.02, -0.16, 0.05, -0.16, 0.00, -0.02, -0.25, -0.03, 0.02, -0.05, -0.39, -0.31, -0.56, 0.13, 0.16, 0.14, -0.54, 0.16, 0.13, 0.15, -0.07, 0.03, -0.19, -0.03, -0.54, 0.17, 0.20, 0.15, -0.55, 0.19, 0.16, 0.16, 0.07, 0.08, 0.08, 0.11, 0.12, 0.13, 0.12, 0.08, 0.08, 0.07, 0.12, 0.13, 0.14, -0.48, -0.09, 0.26, -0.12, -0.30, -0.51, 0.35, -0.11, -0.31, -0.44, 0.15, 0.14, 0.11, 0.08, 0.09, 0.08, 0.06, 0.05, 0.17, -1.23, 0.00, 0.12, 0.12]}



(4)
{"formula": "C22H20BrN10O2ReS2", "method": "ωB97M-V/def2-TZVPD", "s2": 0.867, "orbital_gap_ev": [4.41, 5.35], "total_energy_ev": -135954.310, "lumo_energy_ev": [-11.38, -10.44], "multiplicity": 2, "de_lowest_kj_mol": 4.5, "total_charge": 3, "symbols": ["Re", "N", "C", "N", "C", "N", "N", "C", "N", "C", "C", "C", "C", "C", "N", "H", "H", "H", "H", "H", "H", "H", "H", "N", "C", "C", "C", "C", "C", "C", "S", "O", "O", "N", "C", "S", "C", "C", "N", "H", "H", "H", "H", "H", "H", "H", "H", "Br", "C", "C", "C", "N", "C", "C", "H", "H", "H", "H"], "positions_angstrom": [[-0.480, -0.547, 0.410], [-1.547, -1.763, 3.566], [-0.765, -0.675, 3.607], [-0.260, -0.311, 4.759], [0.392, 0.859, 4.784], [1.043, 1.208, 5.868], [0.368, 1.763, 3.747], [-0.081, 1.293, 2.638], [-0.528, 0.002, 2.426], [-0.227, 2.182, 1.462], [0.010, 3.536, 1.507], [-0.236, 4.286, 0.364], [-0.704, 3.652, -0.778], [-0.892, 2.284, -0.763], [-0.667, 1.559, 0.347], [-1.751, -2.213, 4.447], [-2.181, -1.910, 2.799], [1.061, 0.593, 6.668], [1.495, 2.108, 5.922], [0.368, 3.979, 2.426], [-0.067, 5.355, 0.368], [-0.918, 4.207, -1.680], [-1.226, 1.746, -1.640], [4.673, 1.425, -5.671], [3.905, 0.966, -4.682], [2.646, 0.376, -4.966], [1.857, -0.101, -3.963], [2.310, 0.008, -2.630], [3.558, 0.594, -2.319], [4.334, 1.065, -3.335], [1.421, -0.675, -1.418], [-0.083, -0.611, -1.680], [1.559, 0.016, -0.080], [1.811, -2.188, -1.232], [1.198, -2.890, -0.306], [1.650, -4.519, -0.046], [0.469, -4.648, 1.200], [-0.215, -3.514, 1.382], [0.155, -2.458, 0.536], [4.394, 1.338, -6.635], [5.580, 1.821, -5.491], [2.316, 0.297, -5.994], [0.907, -0.562, -4.198], [3.904, 0.663, -1.297], [5.294, 1.514, -3.114], [0.328, -5.572, 1.739], [-0.995, -3.382, 2.107], [-6.975, -1.482, -0.665], [-5.187, -1.250, -0.317], [-4.770, -0.310, 0.632], [-3.431, -0.156, 0.867], [-2.491, -0.898, 0.219], [-2.904, -1.807, -0.707], [-4.228, -2.006, -0.995], [-5.486, 0.294, 1.171], [-3.064, 0.569, 1.580], [-2.130, -2.372, -1.208], [-4.515, -2.739, -1.735]], "lowdin_charge": [1.64, 0.19, -0.40, 0.21, -0.37, 0.25, 0.22, -0.26, -0.01, -0.18, 0.05, 0.03, 0.01, -0.07, -0.07, 0.15, 0.09, 0.15, 0.14, 0.14, 0.14, 0.13, 0.13, 0.19, -0.26, 0.01, -0.03, -0.36, -0.03, 0.01, 0.74, -0.40, -0.37, -0.06, -0.65, 1.20, -0.31, -0.20, -0.15, 0.13, 0.13, 0.13, 0.13, 0.13, 0.13, 0.11, 0.09, 0.98, -0.67, -0.06, -0.09, -0.15, -0.08, -0.05, 0.13, 0.12, 0.12, 0.13]}